ORCA calculation (ωB97M-V with the def2-TZVPD basis set) on a structure of composition C14H34Br10O4SSi2.

charge	0
lowest unoccupied orbital energy	0.0132	hartree
Kohn-Sham gap	8.3	eV
F_max	0.199	hartree/bohr
molecular weight	1153.7	Da

Last column: Löwdin charge in e.
Cartesian coordinates (Å):
O: 1.343 1.677 -1.518  -0.553
S: 1.355 0.909 -2.813  0.598
O: 1.401 1.891 -3.849  -0.290
O: -0.030 -0.140 -3.037  -0.440
C: 2.778 -0.218 -2.811  -0.208
C: 3.075 -0.619 -4.271  -0.232
C: 4.578 -0.811 -4.603  -0.258
C: 5.521 0.284 -4.041  -0.312
Si: 5.073 2.038 -4.603  0.526
O: 4.459 2.944 -3.318  -0.501
Si: 5.552 3.217 -2.073  0.523
H: -0.478 0.111 -3.876  0.094
H: 3.568 0.349 -2.312  0.088
H: 2.468 -1.067 -2.191  0.099
H: 2.598 -1.598 -4.429  0.117
H: 2.629 0.048 -5.015  0.091
H: 4.655 -0.760 -5.701  0.105
H: 4.931 -1.813 -4.325  0.109
H: 5.513 0.193 -2.944  0.043
H: 6.561 0.064 -4.331  0.077
H: 3.978 1.989 -5.594  -0.006
H: 6.206 2.721 -5.260  -0.027
H: 4.938 4.122 -1.088  -0.061
H: 6.839 3.731 -2.573  -0.060
H: 5.810 1.921 -1.400  -0.058
Br: -0.988 -2.450 1.732  0.612
C: -1.362 -0.542 1.623  -0.709
C: -1.590 -0.105 0.201  -0.638
Br: 0.112 0.048 -0.801  1.012
H: -0.531 -0.029 2.099  0.046
H: -2.262 -0.398 2.220  0.012
H: -2.011 0.894 0.172  0.002
H: -2.234 -0.785 -0.351  0.028
Br: -6.958 -0.545 -0.790  0.606
C: -6.088 0.979 0.051  -0.692
C: -5.534 1.932 -0.975  -0.676
Br: -3.890 1.250 -1.762  0.704
H: -5.329 0.582 0.718  0.048
H: -6.866 1.463 0.638  0.057
H: -5.256 2.875 -0.508  0.059
H: -6.221 2.124 -1.793  0.050
Br: 1.606 0.067 5.273  0.597
C: 0.661 -1.286 6.302  -0.685
C: -0.297 -2.061 5.439  -0.690
Br: -1.901 -1.031 5.055  0.636
H: 0.176 -0.774 7.127  0.052
H: 1.438 -1.940 6.692  0.055
H: -0.648 -2.949 5.961  0.061
H: 0.127 -2.350 4.482  0.009
Br: 5.155 -1.266 6.791  0.590
C: 5.735 0.545 6.387  -0.698
C: 5.964 1.345 7.642  -0.700
Br: 4.284 1.913 8.442  0.598
H: 4.982 0.979 5.736  0.040
H: 6.666 0.429 5.835  0.057
H: 6.498 2.266 7.414  0.056
H: 6.506 0.793 8.403  0.049
Br: -11.858 -4.770 -2.400  0.602
C: -10.978 -3.241 -1.578  -0.702
C: -10.423 -2.300 -2.613  -0.701
Br: -8.784 -2.992 -3.401  0.592
H: -10.218 -3.635 -0.911  0.050
H: -11.752 -2.749 -0.992  0.057
H: -10.140 -1.354 -2.154  0.045
H: -11.112 -2.112 -3.430  0.050

ORCA calculation (ωB97M-V with the def2-TZVPD basis set) on a cluster of 3 separate species, C14H34BrNO3P in total.

charge	+1
lowest unoccupied orbital energy	-0.1091	hartree
Kohn-Sham gap	9.4	eV
F_max	0.013	hartree/bohr
molecular weight	375.3	Da

Last column: Löwdin charge in e.
Cartesian coordinates (Å):
C: 3.431 0.975 -0.451  -0.118
C: 2.345 0.334 -1.314  -0.415
P: 1.052 1.463 -1.811  0.603
Br: 1.837 2.829 -3.257  0.557
C: 0.352 2.391 -0.455  -0.347
C: -0.709 3.427 -0.858  -0.236
C: -1.919 2.782 -1.534  -0.193
C: -2.686 1.861 -0.575  -0.171
N: -2.698 0.459 -1.032  0.037
C: -3.558 0.150 -2.091  -0.527
C: -4.190 -1.221 -2.064  0.007
O: -3.739 0.939 -2.989  0.083
H: 3.032 1.371 0.482  0.070
H: 4.160 0.208 -0.199  0.084
H: 3.952 1.771 -0.983  0.073
H: 1.882 -0.522 -0.813  0.078
H: 2.770 -0.037 -2.252  0.097
H: 0.060 0.738 -2.471  0.038
H: -0.059 1.646 0.239  0.090
H: 1.200 2.864 0.048  0.104
H: -0.269 4.182 -1.511  0.093
H: -1.011 3.923 0.066  0.126
H: -1.626 2.201 -2.409  0.081
H: -2.566 3.564 -1.927  0.123
H: -3.704 2.226 -0.428  0.132
H: -2.188 1.861 0.396  0.082
H: -2.835 -0.191 -0.269  0.113
H: -3.547 -1.931 -2.587  0.090
H: -4.368 -1.586 -1.053  0.078
H: -5.130 -1.165 -2.605  0.091
C: 1.252 -4.290 -0.570  -0.056
C: 2.417 -3.524 -1.171  -0.497
C: 3.573 -4.432 -1.546  -0.053
O: 2.857 -2.488 -0.277  -0.084
H: 1.567 -4.801 0.343  0.087
H: 0.432 -3.617 -0.317  0.074
H: 0.881 -5.043 -1.265  0.086
H: 2.077 -2.985 -2.060  0.132
H: 3.951 -4.947 -0.659  0.087
H: 4.391 -3.859 -1.982  0.082
H: 3.258 -5.188 -2.265  0.087
H: 3.176 -2.914 0.527  0.097
C: 0.399 0.372 3.624  -0.057
C: -0.702 1.396 3.838  -0.488
C: -1.639 1.009 4.966  -0.052
O: -1.437 1.608 2.622  -0.080
H: -0.032 -0.600 3.365  0.083
H: 1.063 0.681 2.814  0.063
H: 0.996 0.244 4.527  0.087
H: -0.257 2.370 4.051  0.140
H: -2.126 0.055 4.745  0.085
H: -2.412 1.765 5.099  0.085
H: -1.095 0.899 5.905  0.087
H: -1.864 0.774 2.392  0.080

ORCA calculation (ωB97M-V with the def2-TZVPD basis set) on a structure of composition C14H34CuN6O2STe.

spin multiplicity	2
charge	+2
lowest unoccupied orbital energy (spin up / spin down)	-0.1647 / -0.2846	hartree
ΔE to the lowest compared entry with this formula, charge and spin	76.6	kJ/mol
Kohn-Sham gap (spin up / spin down)	7.8 / 4.5	eV
F_max	0.015	hartree/bohr
molecular weight	541.7	Da

Last column: Mulliken spin population.
Cartesian coordinates (Å):
Cu: -1.162 -0.363 -0.992  0.031
C: -3.945 -1.494 -0.383  0.000
C: -3.275 -1.242 0.973  0.000
N: -2.245 -0.195 0.924  0.002
C: -2.702 1.195 1.018  0.000
C: -3.422 1.740 -0.217  -0.001
S: -2.583 1.481 -1.821  0.020
C: -3.776 0.463 -2.737  0.000
C: -3.477 -1.044 -2.771  0.000
N: -2.973 -1.555 -1.487  0.000
H: -4.643 -0.687 -0.598  0.000
H: -4.550 -2.400 -0.321  0.000
H: -2.781 -2.156 1.302  0.000
H: -4.050 -1.015 1.712  0.000
H: -1.571 -0.352 1.659  0.000
H: -1.812 1.796 1.203  -0.001
H: -3.378 1.341 1.868  0.000
H: -3.543 2.813 -0.087  0.001
H: -4.428 1.333 -0.323  0.002
H: -3.798 0.849 -3.755  0.000
H: -4.758 0.680 -2.314  0.001
H: -2.705 -1.238 -3.515  -0.001
H: -4.388 -1.553 -3.108  0.000
H: -2.647 -2.503 -1.612  0.000
N: 0.617 -1.630 -1.171  -0.001
C: 1.558 -1.194 -0.112  0.001
C: 3.050 -1.513 -0.461  -0.001
C: 3.858 -2.426 0.491  0.000
C: 4.680 -1.695 1.549  0.000
N: 3.864 -0.885 2.459  0.000
C: 3.730 -1.021 3.761  0.000
N: 4.311 -2.001 4.460  0.000
N: 2.963 -0.133 4.420  0.000
C: 1.333 0.290 0.221  -0.015
O: 1.950 0.755 1.207  -0.003
O: 0.514 0.937 -0.502  -0.033
H: 0.574 -2.641 -1.213  0.000
H: 0.993 -1.335 -2.065  0.000
H: 1.275 -1.738 0.790  0.000
H: 3.611 -0.582 -0.614  0.001
H: 3.022 -2.004 -1.435  0.000
H: 4.575 -2.994 -0.104  0.000
H: 3.200 -3.163 0.963  0.000
H: 5.372 -1.016 1.053  0.000
H: 5.303 -2.387 2.107  0.000
H: 3.302 -0.138 2.010  0.000
H: 4.869 -2.701 4.010  0.000
H: 4.312 -1.989 5.465  0.000
H: 2.682 0.709 3.947  0.000
H: 2.893 -0.151 5.422  0.000
C: 0.112 4.242 -3.860  -0.032
Te: 0.651 2.789 -2.442  0.950
C: -0.075 3.930 -0.858  -0.019
H: -0.942 4.493 -3.718  0.018
H: 0.284 3.838 -4.858  0.007
H: 0.737 5.125 -3.691  0.037
H: 0.511 4.851 -0.833  0.026
H: 0.054 3.341 0.051  -0.004
H: -1.128 4.141 -1.068  0.014

ORCA calculation (ωB97M-V with the def2-TZVPD basis set) on a structure of composition C14H34IN4O2P2Ru.

spin multiplicity	2
charge	+4
lowest unoccupied orbital energy (spin up / spin down)	-0.4895 / -0.6231	hartree
ΔE to the lowest compared entry with this formula, charge and spin	4.8	kJ/mol
Kohn-Sham gap (spin up / spin down)	6.7 / 3.0	eV
F_max	0.023	hartree/bohr
molecular weight	580.4	Da

Last column: Mulliken spin population.
Cartesian coordinates (Å):
Ru: 0.105 -1.209 0.087  0.000
C: -1.087 1.054 2.262  0.000
P: -1.350 -0.664 1.814  0.001
C: -3.088 -0.886 1.413  0.000
C: -0.974 -1.728 3.240  0.000
C: -0.657 -3.146 2.771  0.000
P: 0.672 -3.074 1.526  0.000
C: 2.218 -2.830 2.422  0.000
C: 0.792 -4.685 0.730  0.000
H: -1.699 1.267 3.145  0.000
H: -1.400 1.710 1.451  0.000
H: -0.044 1.240 2.516  0.000
H: -3.682 -0.597 2.284  0.000
H: -3.318 -1.929 1.186  0.000
H: -3.379 -0.248 0.579  0.000
H: -1.835 -1.705 3.914  0.000
H: -0.136 -1.282 3.782  0.000
H: -1.526 -3.630 2.315  0.000
H: -0.349 -3.779 3.606  0.000
H: 2.328 -3.637 3.150  0.000
H: 2.243 -1.877 2.950  0.000
H: 3.054 -2.891 1.725  0.000
H: 1.025 -5.425 1.500  0.000
H: 1.589 -4.699 -0.015  0.000
H: -0.145 -4.973 0.253  0.000
O: -1.837 -2.913 -1.094  0.000
N: -1.098 -2.228 -0.607  0.000
C: 0.400 3.744 -0.998  0.000
C: 0.508 3.010 -2.333  -0.001
N: -0.671 2.186 -2.646  0.001
C: -1.538 2.711 -3.725  0.000
C: -2.364 3.916 -3.276  0.000
C: -0.944 1.055 -1.994  0.001
C: -2.230 0.347 -2.279  -0.001
N: -0.084 0.541 -1.112  0.002
H: 1.273 4.382 -0.872  0.000
H: 0.347 3.063 -0.145  0.000
H: -0.481 4.381 -0.974  0.000
H: 1.404 2.381 -2.386  0.002
H: 0.600 3.731 -3.141  0.000
H: -2.173 1.914 -4.097  0.000
H: -0.866 2.993 -4.538  0.000
H: -3.026 3.661 -2.448  0.000
H: -2.976 4.238 -4.117  0.000
H: -1.735 4.757 -2.987  0.000
H: -2.188 -0.178 -3.235  0.000
H: -3.064 1.046 -2.324  0.000
H: -2.445 -0.371 -1.495  0.000
H: 0.755 1.106 -1.034  0.000
N: 3.616 0.839 1.417  -0.005
C: 3.221 -0.019 0.507  0.003
O: 2.023 -0.386 0.399  0.000
C: 4.261 -0.651 -0.408  -0.077
I: 5.848 0.560 -1.125  1.033
H: 2.965 1.240 2.079  0.000
H: 4.587 1.112 1.506  -0.001
H: 3.782 -1.099 -1.276  -0.008
H: 4.771 -1.445 0.150  0.049